# 1
Below is C17H12CdN3O2S2Te as an isolated structure, with properties calculated with ωB97M-V/def2-TZVPD.

Properties
Charge: -1
F_max, eV/A: 0.8
Orbital gap, eV: 4.91

```
38
Properties=species:S:1:pos:R:3:lowdin_charge:R:1
Cd -0.486 1.123 0.593 0.728
C 3.641 0.053 -0.969 -0.056
C 4.381 0.075 0.198 -0.057
C 3.721 0.016 1.416 -0.013
C 2.338 -0.059 1.426 -0.230
N 1.629 -0.083 0.301 0.011
C 2.263 -0.024 -0.867 -0.135
C 1.556 -0.105 2.726 -0.221
C 2.181 -0.234 3.957 -0.015
C 1.391 -0.297 5.095 -0.061
C 0.017 -0.228 4.973 -0.051
C -0.531 -0.084 3.707 -0.142
N 0.233 -0.024 2.619 0.007
H 4.108 0.112 -1.942 0.104
H 5.460 0.147 0.170 0.107
H 4.282 0.046 2.337 0.099
H 1.638 -0.023 -1.751 0.111
H 3.255 -0.295 4.039 0.098
H 1.854 -0.403 6.067 0.106
H -0.632 -0.271 5.837 0.105
H -1.597 0.002 3.545 0.059
Te -0.035 3.671 0.662 -0.823
O -6.527 -0.497 -2.096 -0.304
S -6.374 -0.677 -0.680 0.620
O -7.279 -1.563 -0.002 -0.308
N -4.814 -1.086 -0.329 -0.085
C -4.231 -0.178 0.387 -0.812
S -2.661 -0.272 1.070 0.450
C -5.086 1.041 0.661 -0.232
C -4.742 2.208 1.320 -0.026
C -5.714 3.195 1.438 -0.065
C -6.993 3.011 0.912 -0.082
C -7.328 1.843 0.238 -0.043
C -6.342 0.882 0.126 -0.243
H -3.737 2.334 1.707 0.085
H -5.470 4.122 1.940 0.104
H -7.732 3.795 1.022 0.098
H -8.312 1.693 -0.186 0.116
```

***

# 2
Below is a 2-piece molecular cluster, C5H10O overall, with properties calculated with ωB97M-V/def2-TZVPD.

Properties
Charge: 0
F_max, eV/A: 0.6
Energy relative to the best compared isomer or geometry (same formula, charge and spin), kJ/mol: 219.1
SMILES string: C=C(C)CC=O.[H][H]
Orbital gap, eV: 10.21

```
16
Properties=species:S:1:pos:R:3:lowdin_charge:R:1
C -0.518 1.102 -0.947 -0.013
C -0.185 -0.156 -0.665 -0.391
C -1.209 -1.248 -0.477 -0.060
C 1.254 -0.502 -0.330 -0.126
C 1.227 -0.258 1.162 -0.286
O 1.653 0.739 1.694 0.003
H -1.556 1.412 -1.034 0.073
H -0.525 2.132 1.033 0.051
H 0.238 1.871 -1.078 0.073
H -0.857 -2.021 0.217 0.072
H -1.418 -1.744 -1.431 0.084
H -2.152 -0.850 -0.089 0.083
H 1.503 -1.544 -0.565 0.119
H 1.976 0.171 -0.802 0.122
H 0.654 -1.012 1.742 0.129
H 0.025 2.091 1.532 0.066
```

***

# 3
Below is a single C2H3FNP molecule, with properties calculated with ωB97M-V/def2-TZVPD.

Properties
Charge: 0
F_max, eV/A: 5.6
Energy relative to the best compared isomer or geometry (same formula, charge and spin), kJ/mol: 63.0
SMILES string: [H]/N=C1/CP1F
Orbital gap, eV: 9.01

```
8
Properties=species:S:1:pos:R:3:lowdin_charge:R:1
C 0.282 0.513 0.042 -0.693
C -0.025 -0.821 0.387 -0.191
N -0.024 1.511 -0.526 0.148
F 0.086 1.071 2.359 -0.423
P 1.310 0.207 1.529 0.976
H -0.943 -0.904 0.878 0.050
H 0.314 -1.736 -0.173 0.097
H 0.320 2.347 -0.191 0.036
```

***

# 4
Below is C5H10O as an isolated structure, with properties calculated with ωB97M-V/def2-TZVPD.

Properties
Charge: 0
F_max, eV/A: 2.7
Energy relative to the best compared isomer or geometry (same formula, charge and spin), kJ/mol: 652.9
Orbital gap (spin up / spin down), eV: 8.43 / 8.50

```
16
Properties=species:S:1:pos:R:3:lowdin_charge:R:1
O -1.002 -0.504 1.532 -0.176
C -1.178 0.112 -0.383 -0.228
C -0.151 -1.045 -0.710 -0.165
C 0.860 -0.866 0.413 -0.190
C 1.143 0.629 0.329 -0.179
C -0.196 1.274 -0.151 -0.182
H -1.984 0.057 0.468 0.134
H -1.880 0.223 -1.219 0.115
H -0.543 -2.058 -0.825 0.112
H 0.316 -0.757 -1.667 0.119
H 1.681 -1.572 0.564 0.123
H 0.108 -1.141 1.341 0.079
H 1.514 1.061 1.261 0.108
H 1.933 0.786 -0.425 0.114
H -0.565 1.998 0.578 0.107
H -0.056 1.802 -1.104 0.108
```

***

# 5
Below is a 5-piece molecular cluster, CH14N2O4 overall, with properties calculated with ωB97M-V/def2-TZVPD.

Properties
Charge: 0
F_max, eV/A: 0.9
Energy relative to the best compared isomer or geometry (same formula, charge and spin), kJ/mol: 33.3
SMILES string: NCN.O.O.O.O
Orbital gap, eV: 9.91

```
21
Properties=species:S:1:pos:R:3:lowdin_charge:R:1
N 2.172 -0.202 -0.416 0.002
C 1.593 0.170 0.869 -0.357
N 0.910 1.480 0.934 -0.008
H 2.932 0.408 -0.669 0.057
H 1.484 -0.198 -1.164 0.056
H 2.421 0.188 1.569 0.106
H 0.909 -0.622 1.170 0.089
H 0.292 1.518 0.133 0.047
H 1.646 2.163 0.754 0.068
H -2.264 0.508 -0.627 0.055
H -1.658 0.263 0.814 0.011
O -1.608 0.011 -0.131 -0.072
H -1.915 1.021 3.156 0.063
H -0.440 0.893 2.652 0.030
O -1.331 0.521 2.570 -0.060
H -1.088 -0.583 -4.134 0.037
H -1.485 -0.498 -2.689 0.007
O -1.746 -0.176 -3.560 -0.055
H 0.423 -2.424 -0.756 0.020
H -0.875 -1.804 -0.235 -0.017
O -0.370 -2.635 -0.240 -0.076
```

***

# 6
Below is C39H97N7O as an isolated structure, with properties calculated with ωB97M-V/def2-TZVPD.

Properties
Charge: 0
F_max, eV/A: 16.3
Energy relative to the best compared isomer or geometry (same formula, charge and spin), kJ/mol: 6102.8
Orbital gap, eV: 6.36

```
144
Properties=species:S:1:pos:R:3:lowdin_charge:R:1
C -3.013 1.069 -1.299 -0.206
C -3.343 -0.236 -2.090 -0.123
N -3.568 -1.381 -1.213 -0.300
C -4.953 -1.450 -0.767 -0.193
C -6.005 -1.732 -1.878 -0.051
C -2.965 -2.537 -1.809 -0.278
C -2.904 -3.674 -0.770 -0.056
H -3.788 1.349 -0.585 0.118
H -2.959 1.936 -1.958 0.119
H -2.055 1.027 -0.781 0.043
H -4.217 0.004 -2.696 0.127
H -2.633 -0.467 -2.884 0.134
H -4.969 -2.105 0.104 0.119
H -5.223 -0.484 -0.339 0.124
H -5.769 -2.665 -2.390 0.064
H -6.969 -1.965 -1.426 0.072
H -6.049 -0.934 -2.619 0.066
H -1.922 -2.412 -2.100 0.062
H -3.531 -2.847 -2.687 0.134
H -2.731 -3.174 0.184 -0.035
H -2.107 -4.406 -0.900 0.095
H -3.839 -4.230 -0.699 0.104
C 2.459 -1.329 -2.157 -0.083
C 2.606 -0.013 -1.342 -0.268
N 3.262 1.106 -2.032 -0.077
C 2.302 1.645 -3.054 -0.237
C 2.832 2.684 -4.034 -0.074
C 3.727 2.118 -1.077 -0.248
C 4.807 1.793 -0.035 -0.072
H 2.216 -2.148 -1.480 -0.006
H 3.395 -1.659 -2.608 0.094
H 1.673 -1.241 -2.907 0.103
H 1.681 0.238 -0.823 0.053
H 3.275 -0.317 -0.536 0.047
H 1.872 0.812 -3.610 0.113
H 1.478 2.105 -2.509 0.046
H 2.044 3.138 -4.634 0.060
H 3.285 3.542 -3.537 0.062
H 3.611 2.290 -4.687 0.074
H 2.916 2.635 -0.564 0.069
H 4.215 2.882 -1.682 0.115
H 4.388 0.969 0.542 0.053
H 5.002 2.669 0.585 0.091
H 5.806 1.584 -0.416 0.093
C -1.834 -0.385 4.012 -0.035
C -1.225 -0.391 2.565 -0.194
N -2.165 -0.493 1.459 -0.157
C -2.950 -1.768 1.424 -0.129
C -2.124 -3.078 1.505 -0.166
C -3.033 0.616 1.135 -0.177
C -2.250 1.876 0.881 -0.098
H -1.072 -0.117 4.744 0.042
H -2.166 -1.416 4.135 0.072
H -2.701 0.264 4.131 0.083
H -0.696 0.552 2.426 0.084
H -0.601 -1.284 2.515 0.140
H -3.703 -1.712 2.210 0.133
H -3.414 -1.741 0.438 0.042
H -2.729 -3.981 1.423 0.105
H -1.396 -3.089 0.693 0.036
H -1.522 -3.231 2.400 0.085
H -3.820 0.737 1.879 0.134
H -3.570 0.393 0.213 0.053
H -1.516 2.209 1.614 0.120
H -2.938 2.721 0.914 0.111
H -1.654 1.700 -0.014 0.000
C -0.714 2.240 -4.296 -0.050
C -0.595 3.462 -3.319 -0.224
N -1.507 3.455 -2.158 -0.102
C -1.476 2.176 -1.445 -0.418
C -0.098 1.750 -0.944 -0.036
C -1.177 4.661 -1.385 -0.218
C -2.148 4.897 -0.221 -0.062
H -0.052 1.493 -3.857 0.048
H -0.420 2.423 -5.330 0.071
H -1.729 1.863 -4.422 0.070
H 0.460 3.540 -3.056 0.082
H -0.740 4.368 -3.907 0.106
H -1.819 1.323 -2.030 0.082
H -2.204 2.326 -0.648 0.037
H 0.697 1.533 -1.657 0.080
H -0.172 0.870 -0.305 -0.101
H 0.267 2.457 -0.198 0.060
H -0.166 4.579 -0.987 0.102
H -1.079 5.507 -2.065 0.112
H -1.928 5.791 0.363 0.074
H -3.210 4.904 -0.464 0.084
H -2.003 4.131 0.541 0.034
C 2.906 -1.338 0.881 -0.058
C 1.981 -2.215 0.090 -0.177
N 1.542 -3.372 0.894 -0.128
C 2.579 -4.300 1.354 -0.218
C 3.432 -4.913 0.229 -0.080
C 0.458 -4.022 0.136 -0.200
C -0.440 -4.860 1.086 -0.102
H 3.175 -0.448 0.312 0.050
H 3.822 -1.786 1.267 0.151
H 2.381 -0.938 1.749 -0.036
H 1.083 -1.711 -0.268 0.097
H 2.518 -2.608 -0.774 0.069
H 3.231 -3.843 2.099 0.106
H 2.093 -5.156 1.821 0.098
H 3.965 -4.225 -0.428 0.069
H 4.058 -5.702 0.647 0.072
H 2.834 -5.388 -0.549 0.060
H 0.855 -4.577 -0.714 0.121
H -0.220 -3.263 -0.254 0.067
H -1.455 -5.091 0.763 0.063
H -0.541 -4.330 2.033 0.054
H 0.056 -5.704 1.564 0.074
C 0.788 0.989 4.513 -0.088
C 1.624 1.886 3.646 -0.167
N 1.977 1.293 2.283 -0.291
C 2.729 2.193 1.435 -0.269
C 1.904 3.458 1.059 -0.021
C 2.666 -0.043 2.486 -0.265
C 4.014 0.053 3.144 -0.028
H 0.211 1.582 5.224 0.095
H 1.387 0.255 5.052 0.095
H -0.022 0.519 3.956 0.003
H 1.122 2.850 3.558 0.104
H 2.580 2.074 4.135 0.107
H 3.671 2.451 1.919 0.108
H 3.068 1.717 0.514 0.026
H 1.577 3.938 1.981 0.077
H 2.545 4.127 0.484 0.096
H 1.060 3.089 0.476 0.025
H 2.735 -0.437 1.472 -0.142
H 2.024 -0.691 3.083 0.165
H 4.613 -0.852 3.249 0.085
H 3.903 0.345 4.189 0.070
H 4.758 0.725 2.718 0.080
C -1.456 -1.394 -1.245 -0.084
C -0.175 -0.622 -0.794 -0.352
O 0.880 -0.614 -1.454 -0.178
N -0.294 -0.023 0.374 0.033
C 0.738 0.713 1.090 -0.174
H -1.173 -2.446 -1.271 0.096
H -1.840 -1.082 -2.216 0.078
H -2.270 -1.196 -0.547 0.073
H -1.185 -0.210 0.812 -0.074
H 0.420 1.697 1.435 0.115
H 1.669 0.884 0.549 0.115
H 0.987 0.246 2.042 0.078
```